1.
A structure of composition C40H39Cl3CsN8O4S3 in a non-equilibrium geometry, computed with the ωB97M-V functional and the def2-TZVPD basis.

```
98
Properties=species:S:1:pos:R:3:forces:R:3:mulliken_spin:R:1
C 1.037613 -1.504954 3.397870 -0.01 0.02 0.01 0.094
C -3.725091 3.967766 -1.709930 -0.07 0.15 -0.12 0.000
H -5.127969 -4.110034 -0.375733 0.01 0.00 0.00 0.000
H -8.010261 0.135362 2.062430 0.00 0.00 0.00 0.000
C -1.899561 1.016458 3.063225 0.09 0.06 0.05 0.011
C 3.687422 0.146183 1.598370 -0.05 -0.10 -0.06 0.322
H 1.505467 1.377143 4.548625 0.00 -0.01 0.00 -0.005
O -3.788228 2.069676 -0.342570 0.06 0.14 0.10 -0.001
Cl -7.268251 3.347035 -2.685246 -0.01 0.03 0.02 0.000
H 1.664625 3.129561 4.514951 0.02 0.00 0.05 0.000
H -3.671549 0.270499 -1.356152 -0.04 -0.02 -0.05 0.000
C -7.004896 3.677453 -0.988210 -0.05 -0.05 0.00 0.000
H -3.830734 0.966290 3.660002 0.02 0.06 0.00 0.000
C -3.234320 -5.192141 -0.441472 -0.02 -0.01 -0.01 0.000
C 3.277224 1.402195 -0.483710 0.24 0.80 0.64 0.193
C 2.244133 -0.942270 2.934077 -0.05 0.04 -0.01 -0.045
S 0.379941 -3.615190 -1.221742 -0.05 0.02 0.00 0.001
H 2.005281 -2.479251 6.513303 0.00 0.01 -0.01 0.019
C 3.842326 1.993837 -1.604663 -0.03 -0.18 -0.31 -0.091
H -3.352319 0.260168 0.380651 0.01 -0.03 -0.01 0.000
C -1.349135 3.272837 -1.975461 0.11 0.17 0.10 0.000
C 1.072368 2.290724 4.134071 0.19 0.02 0.11 0.004
C -1.354667 2.457593 -3.950733 -0.28 0.14 0.09 0.000
H -0.215496 2.583008 5.747930 -0.05 0.01 0.02 0.001
C -8.074098 4.179062 -0.260829 0.03 0.00 0.01 0.000
H -0.335899 4.259062 2.670831 -0.08 -0.02 0.00 0.000
C -6.352545 -0.093625 -1.011133 0.00 0.04 -0.02 0.000
C -4.000524 0.669068 -0.393612 0.07 -0.16 0.06 0.000
C -5.771543 3.419258 -0.409983 0.01 0.00 0.06 0.000
H -0.798488 3.383640 4.322348 -0.01 -0.01 -0.04 0.001
Cs 0.074072 0.333719 -0.623735 0.59 0.11 0.21 0.006
H -6.517383 4.440658 2.741831 -0.02 0.00 0.00 0.000
H -4.973795 2.255250 -2.021917 0.03 -0.06 -0.03 0.000
C 5.224469 2.089998 -1.830725 -0.05 -0.12 -0.04 0.206
C 4.196111 0.841473 0.466851 -0.09 -0.29 0.09 -0.091
C 0.968861 -2.040239 4.673225 0.04 -0.01 0.00 -0.066
H 4.174386 -1.565030 5.700090 0.00 0.00 0.00 -0.006
H 1.604502 1.327004 2.312707 0.01 0.06 0.03 -0.002
H -3.350674 4.548458 -0.866621 0.04 -0.03 0.03 0.000
N -3.215781 0.357761 3.126511 0.09 -0.03 -0.02 0.000
C -1.889818 -5.051447 -0.663028 0.03 0.02 0.01 0.000
C 6.091748 1.598738 -0.860373 -0.01 -0.04 0.08 -0.116
H 5.611966 2.557860 -2.730443 -0.02 -0.01 0.01 0.025
O -1.680587 -1.548441 -1.367659 -0.63 -0.25 -0.05 0.000
C -4.601524 2.841957 -1.176728 -0.01 -0.10 -0.05 0.000
H -1.218263 0.346654 2.536988 0.00 -0.02 0.03 -0.005
N 2.410333 -0.308524 1.753527 0.12 0.22 0.01 0.107
H -1.093210 3.539264 -0.957464 -0.01 -0.07 0.01 0.000
S -7.916542 -0.319569 -0.336730 -0.03 0.00 0.00 0.000
N -0.566714 2.697165 -2.854176 0.17 -0.14 0.00 -0.001
C -1.279284 -3.810359 -0.980165 -0.01 -0.02 0.01 0.000
H -3.133369 -0.509101 3.649688 0.00 0.01 0.00 0.000
H -4.032188 -1.957687 -0.970698 -0.04 0.14 0.00 0.000
O -2.779713 3.196555 2.645894 -0.13 -0.16 -0.08 0.000
C 3.298221 -1.545057 5.060934 0.00 0.00 -0.01 -0.031
H -9.031027 4.350588 -0.731338 0.00 0.00 0.00 0.000
H -2.220517 1.588371 5.087497 -0.01 -0.03 0.00 -0.001
N -2.148049 -2.730443 -1.070651 0.11 -0.17 -0.07 0.000
C -5.426984 0.307918 -0.099319 -0.05 -0.02 -0.01 0.000
H -5.425975 0.716790 2.058300 -0.04 -0.02 -0.06 0.000
H -0.937605 0.391981 4.889662 -0.01 0.00 0.00 0.007
H 0.538679 5.083086 1.542081 0.00 -0.03 -0.04 -0.001
C -3.475071 -2.870166 -0.856818 0.03 -0.11 -0.04 0.000
N 0.589708 4.407099 2.288345 0.02 -0.02 0.23 0.002
H 0.177959 -1.516526 2.738113 0.00 -0.01 0.01 0.015
C -5.608388 3.708616 0.944154 -0.03 0.07 0.05 0.000
Cl -6.102186 -0.360394 -2.692386 0.00 -0.02 -0.02 0.000
H -0.968835 1.969150 -4.830685 -0.01 0.01 0.02 0.000
C -0.344889 2.453157 4.666506 -0.12 0.04 0.16 -0.003
Cl -9.212377 5.071945 2.016193 0.00 -0.01 0.00 0.000
H 6.289420 0.575115 1.002158 -0.02 0.00 0.02 0.053
H -4.320486 4.623083 -2.350584 0.01 0.03 0.02 0.000
C -6.016459 0.426208 1.199533 0.04 0.01 0.01 0.000
H -4.650731 3.514034 1.424633 0.06 -0.04 -0.03 0.000
C -7.877136 4.443512 1.080729 -0.02 0.01 0.00 0.000
C -7.337609 0.127639 1.219849 0.00 0.00 0.00 0.000
N 1.261290 2.208040 2.707625 -0.15 -0.25 0.07 0.011
H -1.219998 -5.896658 -0.592792 0.00 0.00 0.00 0.000
C 5.593118 0.979471 0.273692 0.04 -0.01 -0.13 0.223
C -2.624321 2.914387 -3.722443 0.15 0.07 -0.01 0.000
C -2.015192 2.293709 2.211368 0.35 0.31 0.02 0.000
N -2.597840 3.462164 -2.457427 -0.18 -0.17 -0.13 0.000
C 1.169779 3.220160 1.847328 0.06 0.41 -0.17 -0.006
H 7.166456 1.684261 -0.993402 -0.01 0.01 0.01 -0.009
C 3.375724 -1.010073 3.791724 0.00 0.00 0.02 0.029
H 1.413948 3.826994 0.014332 0.06 0.05 0.08 0.000
N 1.688912 3.102416 0.666451 -0.92 1.08 0.33 0.012
H 2.315256 2.081183 0.104843 1.13 -1.70 -1.28 -0.037
H 3.182526 2.406743 -2.369975 -0.02 0.18 0.15 -0.004
H 0.031289 -2.462476 5.019702 0.00 0.00 -0.01 -0.004
C -6.654741 4.223158 1.691684 0.03 0.01 0.01 0.000
H -3.647957 -6.162769 -0.193753 0.00 0.00 0.00 0.000
H -3.519286 2.910247 -4.322452 0.01 0.00 0.01 0.000
C -4.060090 -4.067912 -0.539750 0.00 0.00 0.01 0.000
S 4.743796 -0.289583 2.977621 -0.01 0.02 0.01 0.077
C -1.351453 1.319951 4.477005 -0.06 -0.09 -0.10 -0.008
C 2.079395 -2.056914 5.518473 0.00 -0.01 -0.02 0.112
O -1.258902 2.359963 1.213388 -0.58 0.05 -0.01 -0.001
```
Forces are in eV/Å.

- relative energy (zero: lowest compared OMol25 entry of this formula, charge and spin) (kcal/mol) = 0.0
- DFT total energy (eV) = -132846.40882
- E_HOMO (alpha / beta) (eV) = 0.57 / -2.15
- multiplicity = 2
- total charge = -2

2.
A structure of composition C28H28BF5N2O8RuSTe, computed with the ωB97M-V functional and the def2-TZVPD basis.

```
75
Properties=species:S:1:pos:R:3:forces:R:3:mulliken_spin:R:1
H -3.005196 -6.290470 -1.509078 0.00 0.01 0.00 0.000
H -0.631484 -9.187358 -1.846208 0.00 0.00 0.00 0.000
O 1.313011 2.420301 -1.587776 -0.06 -0.04 -0.06 0.138
H 0.300202 0.493455 4.375429 0.03 -0.03 0.02 0.000
H -2.422261 -7.684030 0.186361 0.00 0.00 0.00 0.000
H -5.537506 4.666522 1.378356 0.00 0.00 0.00 0.001
C -0.428966 -3.489048 -1.430630 0.00 -0.09 0.01 0.000
H 5.320013 4.320274 -1.359833 0.00 0.00 0.01 0.000
C -2.291682 5.260463 0.646810 -0.02 0.01 -0.01 0.005
H -3.738908 -3.977724 -1.973875 0.00 0.00 0.00 0.000
C 0.004250 -4.768943 -1.169333 -0.03 -0.02 0.01 -0.001
C -2.701701 -4.196411 -1.756865 0.02 0.01 0.02 0.001
H -0.348384 -7.833301 -2.953585 0.00 0.00 0.00 0.000
H 3.795558 2.512727 -2.072016 0.00 0.02 0.02 0.001
H -3.622715 0.442883 0.824157 0.01 0.00 0.01 0.001
O 0.304334 -2.342130 -1.435037 0.04 0.10 0.01 0.001
H -4.894320 2.415310 0.635968 -0.02 -0.01 0.00 -0.001
O -0.519582 1.831010 1.946632 0.03 -0.01 0.05 0.110
H -3.873656 6.502480 1.378045 0.00 0.00 0.00 0.000
C 0.424945 -0.069625 3.453461 0.05 0.00 -0.03 -0.005
H 4.911578 8.295220 1.192608 0.00 0.00 0.00 0.001
O -0.349460 -0.009742 -1.630029 -0.01 0.23 -0.27 0.203
C 3.797719 5.460529 -0.319637 0.00 -0.01 0.01 0.004
C -4.166426 3.211167 0.625034 0.06 0.00 -0.03 0.003
O -1.908061 -1.855043 -1.890057 0.00 0.04 -0.02 0.003
H -4.231323 0.865706 -0.816027 0.00 0.00 -0.01 0.002
H 1.380551 0.144221 2.981808 0.00 0.01 -0.04 0.003
C 4.675732 6.474629 0.101623 -0.01 -0.01 -0.01 -0.005
Te 3.056149 -0.912662 0.047040 -0.02 -0.03 0.11 -0.001
F 1.907065 0.884283 0.600869 0.01 -0.18 0.09 0.093
Ru -0.010512 1.442512 -0.256830 -0.10 -0.12 0.08 4.024
C -0.560127 -7.249683 -0.870766 -0.01 0.00 0.00 0.000
N 0.248334 4.594306 -0.026920 -0.01 0.00 0.02 0.001
H 1.228393 -6.808249 0.298290 0.00 0.01 0.00 0.000
H 1.546541 -7.101702 -1.417123 0.00 0.00 0.00 0.000
S -0.859957 0.436030 2.361623 -0.04 0.03 -0.08 0.016
O -2.118719 0.326341 3.053306 0.02 -0.01 0.02 0.013
O -0.750862 -0.385274 1.137173 0.02 -0.02 0.01 0.068
C -1.913838 3.992229 0.230835 0.02 -0.06 -0.01 -0.003
C -0.898879 -8.150342 -2.065899 -0.01 0.00 0.00 0.000
N -0.587759 3.655833 -0.156788 0.06 0.00 -0.04 0.176
H -2.815115 -0.198594 -0.630163 -0.05 0.07 0.04 -0.008
C -1.755831 -3.199407 -1.710758 0.01 -0.09 -0.01 0.003
F 2.191683 -1.999111 1.430292 0.06 0.10 -0.07 0.000
C 2.004068 6.585831 0.846569 -0.02 -0.01 -0.01 0.013
H -1.080863 -8.756652 0.604490 0.00 0.00 0.00 0.000
F 4.287874 0.262224 -0.914661 0.01 0.00 -0.01 0.000
H 2.518887 8.387169 1.853726 0.00 0.00 0.00 0.000
C 0.930472 -7.401453 -0.567543 0.01 0.00 0.00 0.000
C -2.269522 -5.495459 -1.489485 0.00 -0.01 -0.02 0.000
H 5.718339 6.410492 -0.188220 0.00 0.00 0.00 0.000
O -2.443203 1.756724 -0.268058 0.00 0.12 -0.01 0.067
C -3.349558 0.646686 -0.211453 -0.01 0.02 -0.01 0.005
B -0.622309 -1.292451 -1.657537 0.01 -0.12 0.21 0.035
C 2.440577 5.509533 0.050354 0.00 0.01 -0.03 -0.009
C -1.346286 -7.724602 0.359636 0.00 0.00 0.00 0.000
C 2.877611 7.569600 1.240540 0.01 0.01 0.01 -0.003
H -1.963305 -8.118730 -2.302111 0.01 0.00 0.00 0.000
C 4.228818 7.520077 0.869342 -0.01 0.01 0.00 0.008
H 1.044484 -4.939096 -0.934006 0.01 0.01 0.01 0.000
C -2.868280 2.966987 0.200143 0.03 -0.04 0.00 -0.002
C 2.049120 3.376248 -1.161015 0.06 -0.03 0.08 0.065
C -0.940704 -5.801529 -1.190653 0.00 0.02 0.00 0.000
C -4.522897 4.484044 1.048547 -0.02 -0.02 0.00 0.006
H -1.122058 -7.096620 1.223703 0.00 0.00 0.00 0.000
F 3.996025 -0.277352 1.526622 -0.02 0.04 -0.01 0.001
C 3.443523 3.369803 -1.513505 0.03 0.04 -0.05 0.030
F 4.396113 -2.267019 -0.079224 -0.09 0.02 -0.02 0.000
H 1.150737 -8.448227 -0.347251 0.00 0.00 0.00 0.000
H -1.546723 6.042446 0.653703 0.01 -0.01 0.00 0.000
H 0.968106 6.621481 1.152013 0.00 0.00 0.00 -0.002
C 4.266179 4.356327 -1.107063 -0.01 0.01 -0.02 -0.006
C 1.552659 4.443928 -0.371608 -0.02 0.02 0.01 -0.055
C -3.592519 5.509725 1.052106 0.01 0.02 0.00 -0.001
H 0.331806 -1.139722 3.621413 -0.06 0.01 0.02 0.000
```
Forces are in eV/Å.

- relative energy (zero: lowest compared OMol25 entry of this formula, charge and spin) (kcal/mol) = 0.0
- DFT total energy (eV) = -83832.59588
- E_HOMO (alpha / beta) (eV) = -5.49 / -5.60
- multiplicity = 6
- total charge = -1

> relative energy (zero: lowest compared OMol25 entry of this formula, charge and spin) of number 1 (C40H39Cl3CsN8O4S3)?

0.0 kcal/mol

> Which value of multiplicity does entry 2 give?

6